No. 1
This record from the OMol25 dataset describes C10H37CaN10O9 as an isolated structure. The level of theory is the ωB97M-V functional and the def2-TZVPD basis.

* multiplicity: 2
* HOMO (alpha / beta): -0.488 / -0.488 hartree
* Kohn-Sham gap (alpha / beta): 5.83 / 2.66 eV
* total charge: +2

```
67
Properties=species:S:1:pos:R:3:mulliken_spin:R:1
O 1.886 0.996 0.144 0.0022
H 0.803 -0.669 0.539 -0.0015
N -1.787 4.645 -2.559 0.0004
H -0.115 2.816 -0.785 -0.0011
H -2.224 2.235 2.674 0.0000
H 3.012 -3.464 -0.671 0.0000
H -4.245 1.006 -3.265 0.0000
H 4.976 0.143 4.513 0.0000
Ca 3.554 2.374 1.057 -0.0001
H -0.858 -2.328 1.703 0.0000
H 1.478 -2.548 -0.453 0.0001
C 2.410 -2.622 -1.014 -0.0001
N 1.895 0.273 4.162 0.0000
H -0.539 -4.279 -3.011 0.0000
O 3.625 1.547 3.231 0.0000
H 2.264 -1.224 -4.865 0.0008
H 3.826 -1.066 4.778 0.0000
C -2.166 0.798 4.037 0.0000
H 1.043 -2.248 4.167 0.0000
H -1.284 -2.080 -1.486 0.0000
N -4.165 0.118 -2.791 0.0001
C 0.629 0.351 0.198 -0.0049
O -0.947 -2.968 -1.350 0.0001
N 2.320 -0.486 -4.177 0.0048
C -0.723 3.976 -2.299 -0.0003
H 0.118 0.140 -0.742 0.0060
H 0.448 -1.666 2.586 0.0000
H 1.087 2.273 -3.672 -0.0067
H -1.358 0.182 3.641 0.0000
O 1.146 0.822 -5.534 0.7926
C -2.991 -0.075 -2.278 -0.0005
N 4.000 -0.081 4.644 0.0000
H -2.350 1.596 -3.086 0.0006
C 3.165 0.654 3.963 0.0000
O -2.734 -0.994 -1.500 -0.0001
N 0.431 -2.307 3.366 0.0000
H 2.519 -0.689 -0.736 0.0009
H -0.009 0.997 2.132 0.0000
H 2.226 -2.712 -2.084 -0.0001
H -1.179 0.693 -2.206 0.0007
H 2.722 -0.687 -3.273 0.0056
H 1.257 0.871 3.658 0.0000
H 1.752 -0.197 5.045 0.0000
N 1.565 1.393 -3.535 0.2319
H -1.518 3.776 -0.483 0.0000
H -1.442 0.698 1.157 -0.0002
H -1.859 5.248 -3.367 0.0000
H -4.936 -0.433 -2.440 0.0000
H 2.176 1.324 -2.734 0.0003
O 0.209 3.822 -3.089 0.0030
H -2.036 0.625 5.105 0.0000
H -1.708 -3.020 -3.198 0.0000
H -2.171 -4.373 -2.183 0.0000
H -0.437 2.158 0.887 0.0002
C -0.597 -3.081 3.448 0.0000
H -2.237 -3.289 2.298 0.0000
C -0.427 1.095 1.130 -0.0014
N -2.092 0.729 -2.637 -0.0013
C 1.620 0.553 -4.483 -0.0324
N -0.866 3.385 -1.148 0.0003
H -2.558 4.674 -1.908 0.0000
H -3.150 0.358 3.875 0.0000
C -1.329 -3.748 -2.481 -0.0001
O 3.132 -1.407 -0.914 0.0003
O -0.959 -3.834 4.304 0.0000
N -1.305 -2.912 2.394 0.0000
O -1.992 2.140 3.601 0.0000
```

No. 2
This record from the OMol25 dataset describes C11H10Li4N2O3 as an isolated structure. The level of theory is the ωB97M-V functional and the def2-TZVPD basis.

* relative energy (zero: lowest compared OMol25 entry of this formula, charge and spin): 81.02 kJ/mol
* HOMO: -0.550 hartree
* Kohn-Sham gap: 7.80 eV
* total charge: +2

```
30
Properties=species:S:1:pos:R:3:nbo_charge:R:1
H 19.701 -29.663 -28.221 0.2395
H 22.011 -27.123 -30.843 0.2504
H 14.209 -23.658 -20.857 0.2431
H 18.018 -27.879 -28.135 0.1846
O 17.161 -25.206 -26.870 -0.9237
C 21.126 -27.334 -30.261 -0.2326
C 19.841 -28.798 -28.852 -0.2149
H 13.556 -23.975 -23.351 0.2313
H 21.752 -29.324 -29.669 0.2481
C 14.570 -23.838 -23.004 -0.2561
N 16.873 -23.862 -23.706 -0.5560
H 20.330 -25.306 -30.438 0.2151
Li 15.375 -28.098 -25.669 0.9706
C 16.352 -23.605 -21.365 -0.2509
Li 17.498 -25.196 -28.750 0.9366
H 15.226 -23.857 -25.037 0.1934
H 18.228 -23.604 -22.181 0.2019
C 20.989 -28.560 -29.690 -0.1363
H 16.809 -23.535 -20.389 0.2503
C 18.865 -27.715 -28.784 0.0046
O 16.761 -26.576 -25.379 -0.8752
C 20.133 -26.314 -30.104 0.0607
C 16.549 -26.219 -26.512 0.9385
C 17.181 -23.746 -22.404 0.0353
C 14.976 -23.673 -21.618 -0.1003
N 18.994 -26.517 -29.407 -0.5927
Li 18.084 -25.096 -24.919 0.9472
O 15.758 -26.843 -27.273 -1.0300
Li 14.613 -26.386 -28.919 0.9867
C 15.521 -23.797 -24.000 0.0309
```

No. 3
This record from the OMol25 dataset describes BrH6LiO3 as an isolated structure. The level of theory is the ωB97M-V functional and the def2-TZVPD basis.

* relative energy (zero: lowest compared OMol25 entry of this formula, charge and spin): 184.88 kJ/mol
* HOMO: -0.283 hartree
* Kohn-Sham gap: 7.35 eV
* total charge: 0

```
11
Properties=species:S:1:pos:R:3:nbo_charge:R:1
O -3.855 43.446 44.201 -0.9898
H -3.928 44.248 40.498 0.4349
H -4.920 43.598 44.249 0.5147
H -1.215 42.812 40.674 0.4912
Li -3.567 42.669 42.191 0.8602
H -3.548 42.841 44.851 0.4956
H -1.108 42.250 42.050 0.4915
H -5.245 43.587 40.012 0.5148
Br -4.488 40.385 42.127 -0.9238
O -4.584 43.904 40.789 -0.9289
O -1.751 42.550 41.422 -0.9606
```

No. 4
This record from the OMol25 dataset describes C25H29N7NiO3S2 as an isolated structure. The level of theory is the ωB97M-V functional and the def2-TZVPD basis.

* relative energy (zero: lowest compared OMol25 entry of this formula, charge and spin): 460.69 kJ/mol
* multiplicity: 2
* HOMO (alpha / beta): -0.121 / -0.121 hartree
* Kohn-Sham gap (alpha / beta): 5.82 / 5.84 eV
* total charge: -1

```
67
Properties=species:S:1:pos:R:3:mulliken_spin:R:1
C 2.156 -1.522 -1.262 0.0139
N -0.513 1.560 3.992 0.0057
C -0.022 -0.695 -5.568 -0.0001
C 0.393 1.287 5.019 0.0016
H -6.930 1.824 -1.312 0.0000
N 1.392 -2.382 -0.360 0.0010
H 0.229 1.860 5.927 -0.0010
H -3.332 1.735 2.684 -0.0001
N -6.781 1.835 -0.316 0.0000
H 3.435 0.177 3.071 0.0497
H 3.155 -1.404 -0.845 -0.0061
N 0.881 0.248 2.608 -0.0212
H 4.587 -3.595 4.399 -0.0055
H 1.650 1.591 -4.062 0.0000
H 3.838 -4.529 2.217 0.0354
H 2.111 0.301 5.765 -0.0050
H -1.203 1.593 -5.121 0.0000
Ni 1.159 -0.446 0.915 0.0200
S -0.756 1.006 -1.028 -0.0077
H -2.711 3.802 -0.999 0.0000
C -3.371 3.243 -0.348 0.0002
N 0.204 0.201 -3.328 0.0011
C 1.420 0.429 4.940 0.0154
C 0.615 -0.872 -4.200 -0.0001
C 0.559 1.492 -3.912 -0.0008
H -0.381 -2.303 -1.468 0.0015
C 0.277 0.007 -1.916 -0.0154
H -5.633 1.141 1.969 0.0000
C -0.428 0.616 0.542 0.0156
H -0.277 -3.633 -0.302 -0.0005
O -0.550 3.642 0.220 0.0001
H 0.634 -3.725 -1.830 0.0000
C 2.266 -3.323 0.338 0.0190
C -4.661 2.923 -0.745 -0.0002
C 2.929 -0.794 3.173 -0.0405
C 3.719 -1.692 4.072 0.3618
H 0.231 2.294 -3.250 0.0001
C -5.479 2.155 0.080 -0.0001
C -0.090 1.105 2.847 0.0045
H -7.171 1.022 0.133 0.0000
H 0.160 2.555 -5.755 -0.0001
H 3.041 -3.712 -0.344 -0.0064
O -1.223 3.818 2.586 0.0002
O 0.283 0.573 -6.134 0.0000
C 1.519 -0.439 3.722 0.0339
C 4.022 -2.967 3.718 -0.1587
S -1.237 3.101 1.356 0.0006
C 2.594 -1.365 1.818 0.3215
H 1.033 -1.415 3.901 -0.0140
N 1.557 -0.194 -1.267 0.0114
H 2.252 0.518 -1.495 -0.0034
H 1.661 -4.181 0.642 -0.0079
C -3.720 2.065 1.726 -0.0004
H 2.246 -1.985 -2.257 -0.0023
C 0.280 -3.048 -1.036 -0.0018
C -0.115 1.623 -5.261 0.0003
C -4.999 1.741 1.326 -0.0004
H -5.030 3.250 -1.711 0.0000
C 2.863 -2.681 1.571 -0.1422
C -2.906 2.820 0.884 0.0005
C 3.606 -3.499 2.470 0.5059
H 0.291 -1.824 -3.774 -0.0001
N -0.715 1.533 1.604 0.0025
H -1.109 -0.805 -5.470 0.0001
H 0.352 -1.441 -6.270 0.0000
H 1.712 -0.904 -4.329 -0.0002
H 4.033 -1.310 5.039 0.0191
```

No. 5
This record from the OMol25 dataset describes C34H39CaN5O as an isolated structure. The level of theory is the ωB97M-V functional and the def2-TZVPD basis.

* relative energy (zero: lowest compared OMol25 entry of this formula, charge and spin): 329.52 kJ/mol
* HOMO (alpha / beta): 0.046 / 0.069 hartree
* Kohn-Sham gap (alpha / beta): 3.28 / 2.76 eV
* total charge: -2

```
80
Properties=species:S:1:pos:R:3:lowdin_charge:R:1
H 4.895 -2.275 0.171 0.0722
H 1.136 1.575 3.673 0.0708
H -4.183 -3.359 4.359 0.0658
H -2.877 4.454 1.327 0.0885
C -1.776 1.851 -3.779 -0.0344
C 0.405 1.471 -4.740 -0.0564
C -3.898 -3.345 2.247 -0.2032
C -0.226 -3.308 -1.721 -0.0759
N -0.692 -1.396 -2.703 -0.0608
C -1.463 1.433 1.983 -0.0959
H 4.382 0.223 -1.535 0.0642
C -0.683 2.319 -4.511 -0.3219
C 2.631 -1.052 1.963 -0.3403
C 3.832 -2.101 -0.081 -0.0834
C -1.671 3.304 -0.049 -0.1055
C -0.693 3.739 -4.985 -0.0914
N -2.803 2.014 4.488 0.1110
C 2.610 1.159 1.301 -0.3053
C 3.689 0.921 -1.048 -0.0724
N -0.818 -2.429 -0.769 -0.1610
H 2.552 3.060 0.323 0.0693
C -0.868 2.166 -0.185 -0.2271
H 1.441 2.910 1.701 0.0713
H 2.451 -0.138 -4.925 0.0665
H 2.970 -3.134 2.352 0.0648
C -1.716 -3.163 1.478 -0.2843
H 3.179 3.122 1.982 0.0742
C -2.316 3.534 1.157 -0.0861
H 2.577 0.803 4.365 0.0766
H 3.301 -3.048 0.122 0.0645
H -3.388 -0.766 -2.674 0.0696
C -2.066 -3.819 3.793 -0.1290
H -2.129 -0.415 -1.317 0.0552
C -1.216 -3.760 2.695 -0.0930
H -1.690 3.985 -5.377 0.0673
H 1.287 1.862 -5.252 0.0904
C 3.251 -0.963 0.683 -0.3393
H -0.289 1.984 -1.100 0.0894
H 0.338 -2.900 0.939 0.0688
H 1.568 -2.477 3.221 0.0591
H 3.203 -2.053 3.733 0.0750
H 0.188 -2.996 -3.884 0.1012
H -1.743 3.995 -0.884 0.0845
C 1.684 -0.683 -4.354 -0.0774
C -1.061 -1.222 -1.409 -0.2604
H -0.168 -4.087 2.718 0.0863
C 2.438 2.631 1.328 -0.0604
H -0.486 4.414 -4.141 0.0700
H -3.453 0.874 -1.968 0.0576
H -1.341 0.639 2.728 0.0993
O -3.117 4.157 3.745 -0.0436
C -3.431 -3.509 3.576 -0.1487
H -2.593 2.526 -3.538 0.1091
H 0.070 3.895 -5.757 0.0610
H 2.118 -0.889 -3.357 0.0685
H 1.511 -1.643 -4.863 0.0534
H 4.201 1.890 -0.967 0.0695
C 3.231 0.403 0.270 -0.3158
C -2.219 2.594 2.200 -0.1879
C 1.720 0.643 3.686 -0.0618
H 2.843 1.070 -1.745 0.0702
C 2.577 -2.241 2.849 -0.0699
C -0.712 -0.277 -3.566 -0.1715
C -2.775 2.998 3.531 -0.5687
H -2.793 1.031 4.249 0.0764
N -3.071 -3.217 1.207 0.0815
C 2.228 0.262 2.344 -0.3154
N -0.779 1.256 0.812 -0.1067
C -0.136 -2.666 -2.896 -0.0815
C -0.678 -2.543 0.657 -0.2304
H 0.002 -4.320 -1.447 0.0945
Ca 0.703 -0.510 0.270 1.3532
H -3.267 2.274 5.344 0.0754
H -4.972 -3.348 2.060 0.0831
H -1.669 -4.100 4.778 0.0874
H 1.081 -0.131 4.145 0.0740
C -2.790 0.075 -2.300 -0.1186
C -1.805 0.554 -3.280 -0.2484
H 3.798 -1.934 -1.172 0.0607
C 0.429 0.147 -4.272 -0.2176
```

No. 6
This record from the OMol25 dataset describes C6H2Br2F3NOS as an isolated structure. The level of theory is the ωB97M-V functional and the def2-TZVPD basis.

* HOMO: -0.376 hartree
* Kohn-Sham gap: 10.09 eV
* total charge: 0

```
16
Properties=species:S:1:pos:R:3:nbo_charge:R:1
Br -1.705 -2.720 -0.362 0.0927
C 1.492 1.597 -0.809 -0.1466
C -1.677 -0.977 1.610 0.3773
F 1.078 -3.173 -0.243 -0.3086
C 0.297 -0.177 -0.242 0.1904
S 2.694 0.414 -0.734 0.5025
H 1.591 2.722 -1.127 0.2534
H -2.670 -1.109 1.721 0.1345
Br -2.480 0.319 -0.896 0.1318
C -1.320 -0.825 0.114 -0.2561
F 2.595 -2.316 1.081 -0.2951
C 1.979 -2.169 -0.085 0.9742
N 0.330 1.156 -0.521 -0.4565
C 1.513 -0.789 -0.286 -0.3662
O -0.865 -0.937 2.497 -0.4819
F 2.903 -2.447 -1.107 -0.3457
```